The following is a DFT calculation (ωB97M-V/def2-TZVPD) of C52H69AsBaN2O3 as an isolated structure at a distorted geometry.

Each line ends with the Mulliken charge.
Positions of all 128 atoms, in Å:
1 Ba 0.384 -0.908 0.292  2.7825
2 As -0.690 -4.311 -0.620  0.7209
3 O 0.408 -3.116 -0.791  -0.1460
4 O -1.943 -0.287 0.512  -0.9263
5 O 2.617 -0.405 0.659  -1.4820
6 N 0.445 1.626 1.322  0.6865
7 N 0.641 1.051 -1.671  1.3211
8 C 5.909 4.742 2.480  -1.7283
9 C -3.918 1.058 0.210  -0.8986
10 C 2.956 1.752 1.483  0.4439
11 C -3.810 -0.324 -1.887  -1.0269
12 C -3.965 3.279 1.247  -0.9029
13 C 5.426 -0.452 -0.547  2.3843
14 C 6.738 -0.762 0.196  -1.7880
15 C 3.694 2.911 1.550  -0.6658
16 C -1.981 -3.416 -2.972  -0.6406
17 C 1.631 1.710 2.167  -1.2669
18 C -0.532 -7.172 -1.144  -0.3237
19 C 0.105 -8.340 -1.529  -0.6623
20 C 1.437 -8.306 -1.910  -0.4160
21 C 0.400 2.629 0.282  -0.8334
22 C -1.785 -4.648 3.931  -0.5626
23 C 4.718 0.693 0.181  0.2392
24 C -1.230 -4.497 1.221  0.2537
25 C 0.163 -5.969 -1.142  -0.0024
26 C -0.723 1.631 2.209  -0.6308
27 C 3.422 0.608 0.770  0.5551
28 C -6.021 0.413 -1.087  -2.5496
29 C -4.625 -0.008 -0.628  2.6205
30 C -3.875 5.568 2.351  -2.1849
31 C 5.410 1.902 0.278  -0.2683
32 C 5.671 4.354 1.010  2.1132
33 C -4.529 2.274 0.462  -0.2112
34 C -4.775 -1.289 0.210  -1.1429
35 C 1.133 2.254 -1.004  -1.6330
36 C -2.723 3.001 1.795  0.0404
37 C -4.971 5.287 0.147  -1.6309
38 C -6.021 4.329 2.204  -1.6419
39 C 5.765 -0.038 -1.989  -1.5356
40 C 4.824 5.442 0.325  -1.6403
41 C -4.458 -4.552 -2.462  -0.7020
42 C -2.618 0.795 0.750  0.2629
43 C -2.212 -4.071 -1.771  0.5715
44 C -0.355 -5.156 2.075  -0.7356
45 C -0.611 1.295 -2.361  -1.3271
46 C -2.660 -3.989 3.080  -0.6768
47 C -4.691 4.598 1.487  1.9495
48 C -2.059 1.806 1.566  -0.0669
49 C -4.222 -3.903 -3.665  -0.4199
50 C 4.641 -1.763 -0.627  -2.2103
51 C 1.646 0.530 -2.582  -0.7205
52 C 2.132 -7.105 -1.909  -0.6020
53 C -3.451 -4.646 -1.513  -0.2315
54 C -2.984 -3.333 -3.921  -0.7469
55 C -0.631 -5.232 3.429  -0.7438
56 C -2.383 -3.911 1.723  0.7219
57 C 4.934 3.024 0.935  -0.8774
58 C 1.496 -5.935 -1.526  -0.4273
59 C 7.030 4.303 0.315  -2.1324
60 H -3.778 -1.609 0.501  -0.4573
61 H -0.505 2.073 -3.133  0.2894
62 H 6.310 -0.844 -2.485  0.4693
63 H 3.853 5.548 0.805  0.3377
64 H 4.856 0.158 -2.560  0.1914
65 H 2.195 2.114 -0.801  0.1880
66 H -1.576 -7.194 -0.847  0.3715
67 H -3.638 -5.155 -0.574  0.3810
68 H -1.999 -4.704 4.989  0.3996
69 H -0.436 -9.277 -1.531  0.4014
70 H 6.498 3.976 2.984  0.3692
71 H -1.006 -2.971 -3.148  0.3925
72 H 5.332 6.407 0.371  0.4312
73 H -6.669 0.641 -0.242  0.4608
74 H 7.262 -1.585 -0.290  0.4754
75 H -2.819 -0.671 -1.608  -0.1833
76 H -5.986 1.280 -1.748  0.4368
77 H 6.447 5.690 2.543  0.4562
78 H 6.527 -1.048 1.226  0.4083
79 H 7.404 0.098 0.215  0.2875
80 H 3.279 3.755 2.087  0.4421
81 H -4.311 -1.104 -2.463  0.4455
82 H -5.362 -1.095 1.109  0.3544
83 H -0.649 2.821 0.047  0.6686
84 H 5.266 -2.515 -1.112  0.5354
85 H 4.656 5.188 -0.722  0.3595
86 H 1.893 1.249 -3.381  0.3420
87 H -3.058 -3.377 1.065  -0.1145
88 H -2.920 5.802 1.883  0.4147
89 H -6.664 3.673 1.619  0.2857
90 H 0.547 -5.611 1.672  0.4175
91 H -0.954 0.378 -2.840  0.2641
92 H -0.692 0.691 2.779  0.4123
93 H -5.507 2.457 0.034  0.5546
94 H 1.934 -9.218 -2.209  0.3768
95 H -3.555 -3.524 3.469  0.4701
96 H 6.925 4.073 -0.746  0.3868
97 H 3.171 -7.081 -2.208  0.4140
98 H -1.378 1.604 -1.653  0.2879
99 H -5.266 -2.077 -0.367  0.4858
100 H -5.585 4.664 -0.503  0.2922
101 H -3.688 5.151 3.339  0.3824
102 H 2.016 -4.982 -1.517  0.4405
103 H 0.053 -5.743 4.093  0.4348
104 H -5.008 -3.835 -4.404  0.4186
105 H -0.600 2.458 2.932  0.3232
106 H 6.383 1.961 -0.192  0.4234
107 H 1.598 0.849 2.849  0.5205
108 H 1.282 -0.387 -3.053  0.2782
109 H -2.228 3.729 2.418  0.4484
110 H -5.498 6.228 0.312  0.4740
111 H 3.727 -1.653 -1.207  0.2396
112 H -4.037 5.499 -0.373  0.3555
113 H 0.817 3.585 0.638  0.0675
114 H -6.559 5.263 2.375  0.4829
115 H 6.382 0.858 -2.025  0.3178
116 H -6.474 -0.410 -1.642  0.4571
117 H 4.970 4.853 3.018  0.3193
118 H 7.518 5.274 0.399  0.4522
119 H 7.681 3.558 0.771  0.4010
120 H -2.804 -2.817 -4.853  0.3928
121 H 2.551 0.301 -2.021  -0.1231
122 H -5.427 -4.986 -2.261  0.4267
123 H -4.420 6.503 2.480  0.4321
124 H -5.843 3.853 3.168  0.3564
125 H -3.715 0.561 -2.518  0.3398
126 H 1.047 3.114 -1.691  0.3894
127 H 4.367 -2.117 0.361  0.3318
128 H 1.549 2.626 2.782  0.3103

E_HOMO = -6.67 eV
M = 982.38 g mol⁻¹
orbital gap = 6.83 eV
total charge = 0
LUMO level = 0.16 eV